Entry from the OMol25 dataset: a gas-phase ion, C3H9N2O (charge +2) in a non-equilibrium geometry (the ωB97M-V functional and the def2-TZVPD basis).

For the HOMO energy (alpha / beta), the calculation gives -22.49 / -22.13 eV. The frontier orbital gap (alpha / beta) is 12.46 / 7.43 eV. The calculation puts the LUMO energy (alpha / beta) at -0.369 / -0.540 Ha. The value obtained for the energy above the lowest of the compared OMol25 structures with the same formula, charge and spin is 1.142 eV. The spin multiplicity is 2. The energy is -8263.4787 eV. Its total charge is +2.

Geometry as XYZ:
```
15
C3H9N2O the ωB97M-V functional and the def2-TZVPD basis
O 1.7111 0.5391 1.0068
N -0.4852 1.6740 0.1668
N 1.4564 -1.5379 0.3330
C -1.3264 -0.6147 -0.3746
C -0.1285 0.2984 -0.5116
C 1.1802 -0.2201 0.2051
H -0.5300 2.4254 -0.5257
H -1.2225 -1.4887 -1.0133
H 0.3002 1.8322 0.7866
H 1.6653 -2.1408 -0.4672
H -1.2826 -1.0181 0.6374
H -2.2723 -0.1184 -0.5846
H 2.1058 -1.7578 1.0995
H -1.2955 1.6014 0.7899
H 0.1241 0.5259 -1.5482
```